ORCA calculation (ωB97M-V/def2-TZVPD) on C40H41Br2NOPSSb2W as an isolated structure in a non-equilibrium geometry.

Total charge: +3
HOMO level (alpha / beta) in eV: -15.1783 / -15.1755
Orbital gap (alpha / beta) in eV: 3.8 / 3.8
E_LUMO (alpha / beta) in eV: -11.365 / -11.412

Last column: Löwdin charge in e.
Atoms and positions in Å:
W (0.534, -0.748, -0.820)  0.7986
C (4.012, -0.765, -1.619)  0.0013
C (3.497, 0.126, -0.479)  -0.2402
C (4.282, 1.248, -0.061)  0.0042
C (4.449, 1.518, 1.278)  0.0387
C (3.737, 0.663, 2.169)  -0.1687
C (4.094, 0.475, 3.507)  -0.6338
Br (5.825, 0.816, 4.048)  0.9958
C (3.204, 0.081, 4.448)  -0.1447
C (1.954, -0.405, 4.049)  -0.4941
Br (0.579, -0.617, 5.348)  0.9179
C (1.698, -0.517, 2.616)  -0.3336
O (0.400, -0.624, 2.341)  -0.4052
C (2.615, -0.119, 1.654)  -0.1089
N (2.387, -0.284, 0.267)  -0.0171
H (5.087, -0.550, -1.682)  0.1095
H (3.507, -0.456, -2.557)  0.0277
H (3.921, -1.858, -1.481)  0.1106
H (4.927, 1.715, -0.801)  0.1443
H (5.118, 2.334, 1.662)  0.1506
H (3.530, 0.076, 5.507)  0.1349
C (-2.875, -0.668, 2.166)  -0.3074
C (-2.326, 0.540, 2.900)  -0.3878
C (-2.297, 1.749, 1.970)  -0.2849
Sb (-0.783, 1.575, 0.401)  1.3941
C (-1.977, 2.546, -1.155)  -0.3979
C (-1.569, 3.770, -1.655)  -0.1355
C (-2.516, 4.727, -2.018)  -0.0667
C (-3.858, 4.485, -1.910)  -0.0391
C (-4.262, 3.190, -1.500)  -0.0554
C (-3.327, 2.233, -1.149)  -0.1927
C (0.261, 3.518, 0.839)  -0.3605
C (1.504, 3.698, 0.266)  -0.1747
C (2.193, 4.904, 0.513)  -0.0697
C (1.649, 5.920, 1.326)  -0.0494
C (0.437, 5.655, 1.964)  -0.0524
C (-0.299, 4.496, 1.654)  -0.1082
Sb (-1.159, -1.888, 1.501)  1.5708
C (0.893, -2.718, -1.094)  -0.4316
C (0.454, -3.441, -2.222)  -0.1208
C (0.365, -4.835, -2.170)  -0.0167
C (0.435, -5.505, -0.948)  -0.0234
C (0.657, -4.773, 0.192)  -0.0928
C (1.057, -3.446, 0.122)  -0.2103
C (-2.476, -3.728, 1.368)  -0.3167
C (-3.614, -3.739, 0.572)  -0.1142
C (-4.562, -4.775, 0.667)  -0.0366
C (-4.281, -5.805, 1.536)  -0.0347
C (-3.084, -5.845, 2.294)  -0.0502
C (-2.177, -4.836, 2.185)  -0.1479
H (-3.436, -0.338, 1.262)  0.0545
H (-3.479, -1.366, 2.801)  0.0955
H (-1.341, 0.397, 3.375)  0.0403
H (-2.941, 0.693, 3.809)  0.1332
H (-2.036, 2.662, 2.508)  0.0483
H (-3.284, 1.955, 1.500)  0.0852
H (-0.483, 3.936, -1.845)  0.1094
H (-2.175, 5.661, -2.417)  0.1142
H (-4.564, 5.255, -2.220)  0.1250
H (-5.322, 2.907, -1.481)  0.1206
H (-3.755, 1.234, -0.900)  0.0889
H (1.993, 2.866, -0.293)  0.0702
H (3.155, 5.084, 0.050)  0.1026
H (2.229, 6.798, 1.608)  0.1197
H (0.020, 6.376, 2.680)  0.1232
H (-1.316, 4.352, 2.042)  0.0947
H (-0.003, -2.906, -3.041)  0.0720
H (0.139, -5.375, -3.112)  0.1392
H (0.260, -6.591, -0.972)  0.1399
H (0.588, -5.264, 1.179)  0.1228
H (1.554, -2.982, 0.963)  0.0803
H (-3.826, -2.851, -0.017)  0.0800
H (-5.403, -4.793, -0.018)  0.1274
H (-5.006, -6.620, 1.667)  0.1325
H (-2.962, -6.713, 2.971)  0.1378
H (-1.188, -4.850, 2.688)  0.1068
C (1.627, -1.291, -4.378)  -0.2143
P (0.950, -0.086, -3.091)  0.6923
C (-0.623, 0.333, -3.938)  -0.2366
C (1.932, 1.426, -3.490)  -0.2169
H (2.670, -1.643, -4.142)  0.0653
H (1.636, -0.689, -5.321)  0.0728
H (1.008, -2.174, -4.500)  0.0290
H (-0.563, 0.367, -5.018)  0.0681
H (-0.947, 1.298, -3.554)  0.0361
H (-1.414, -0.437, -3.723)  0.0513
H (1.477, 2.286, -2.928)  0.0583
H (1.755, 1.575, -4.582)  0.0807
H (3.001, 1.340, -3.278)  0.0401
S (-1.750, -0.943, -0.851)  0.2353